DFT (ωB97M-V/def2-TZVPD) results for one molecule with the formula C3H5O3PS.

Each line ends with the natural charge from an NBO analysis.
Positions of all 13 atoms, in Å:
O -4.00103 0.38544 -0.95009  -0.97
H 2.11116 0.54015 0.06069  0.24
C 0.66609 -0.93500 -0.23968  0.02
H 2.32255 -0.43472 -1.40389  0.24
H -3.97005 1.17525 -1.49045  0.52
O -1.45029 0.87920 -0.77082  -1.07
S -2.09136 -1.75001 0.00716  0.03
H -2.25291 0.91018 1.84127  0.51
H 2.69286 -1.13536 0.18568  0.23
P -2.62129 0.24875 -0.16732  2.17
O -3.02750 0.81110 1.28489  -0.98
C -0.52751 -1.08528 -0.20554  -0.25
C 2.02746 -0.46301 -0.35706  -0.68

Results
SMILES	CC#CSP(=O)(O)O
net charge	0
frontier orbital gap	9.332	eV

***

DFT (ωB97M-V/def2-TZVPD) results for an isolated ion of composition C3H5O3S and charge -1.

Each line ends with the natural charge from an NBO analysis.
Positions of all 12 atoms, in Å:
H 0.29576 -0.03919 -1.65600  0.21
O -3.17460 -1.26987 0.09998  -0.70
C -1.81202 -1.32347 0.03979  0.80
H -1.58292 0.79218 0.05025  0.25
C -1.02567 -0.06540 0.21945  -0.55
H -0.90532 0.03733 1.30946  0.23
O -3.67736 1.23537 1.01668  -1.03
C 0.31165 0.03881 -0.57253  -0.61
H 0.89000 -0.85282 -0.41970  0.21
H 0.82747 1.05641 -0.28094  0.19
S -3.93575 0.35474 -0.19406  0.65
O -1.25695 -2.36244 -0.32116  -0.65

Results
SMILES	CCC(=O)OS[O-]
net charge	-1
frontier orbital gap	6.243	eV

***

DFT (ωB97M-V/def2-TZVPD) results for an isolated ion of composition C3H5O3S and charge -1.

Each line ends with the natural charge from an NBO analysis.
Positions of all 12 atoms, in Å:
O -2.60413 0.79195 0.48111  -1.04
H 2.80365 -1.01125 0.86711  0.18
H 1.89993 -1.55116 -0.63629  0.17
H 1.23721 0.65609 1.22923  0.18
C 1.91296 -0.88681 0.23126  -0.45
O -2.15542 -1.26549 -0.74459  -1.04
C 1.04452 0.08471 0.34203  -0.19
O -0.43094 1.79414 -0.41846  -0.78
H -1.51149 1.78962 0.01572  0.50
C -0.16932 0.42140 -0.41657  -0.13
H -0.29262 -0.31306 -1.35800  0.18
S -1.73437 -0.51014 0.40744  1.42

Results
net charge	-1
frontier orbital gap	7.693	eV

***

DFT (ωB97M-V/def2-TZVPD) results for an isolated ion of composition C3H5O3S2 and charge -1.

Each line ends with the natural charge from an NBO analysis.
Positions of all 13 atoms, in Å:
C -0.16612 0.35713 -0.56238  -0.42
S -0.80169 2.10894 -0.43292  2.36
C 0.67583 -0.11678 0.59246  -0.45
H 0.57690 0.64757 1.38102  0.26
S 0.36041 0.21281 -2.28323  -0.18
O -0.75402 2.76027 -1.72861  -0.99
C -0.65415 -0.70356 0.36385  -0.44
H 0.26349 1.66006 -2.37571  0.24
H 1.47365 -0.86293 0.34156  0.21
O -2.15187 1.92666 0.07987  -1.03
H -0.64589 -1.64469 -0.09318  0.20
H -1.44224 -0.28070 0.85307  0.24
O 0.05646 2.86028 0.55470  -1.03

Results
SMILES	O=S(=O)([O-])C1(S)CC1
net charge	-1
frontier orbital gap	8.121	eV

***

DFT (ωB97M-V/def2-TZVPD) results for C3H5O3Sc as an isolated structure.

Each line ends with the natural charge from an NBO analysis.
Positions of all 12 atoms, in Å:
H -0.41031 1.84507 0.89881  0.22
C -1.12564 -0.16051 0.39389  -0.12
O 1.99285 -1.42785 -0.22298  -0.71
H -0.97858 1.67738 -0.76782  0.27
H 0.34652 -1.37752 -1.46905  0.25
C 0.78345 -1.10466 -0.49454  0.66
O -0.05137 -1.09260 0.58774  -0.46
H -1.76978 -0.12574 1.27750  0.27
Sc 2.49777 0.32803 0.67101  2.30
H -1.70192 -0.50299 -0.47841  0.23
O 0.84860 0.77745 -0.43221  -0.76
C -0.43159 1.16396 0.03607  -0.13

Results
net charge	+2
frontier orbital gap	8.311	eV

***

DFT (ωB97M-V/def2-TZVPD) results for C3H5O3Tl as an isolated structure.

Each line ends with the Löwdin spin population.
Positions of all 12 atoms, in Å:
O -2.27402 0.32527 -2.07855  0.00
C -2.76903 -0.44146 -2.88942  0.00
H 0.79146 0.71024 5.05439  0.01
C -0.06185 0.19079 3.18505  0.28
H 0.50438 2.13743 3.86099  0.01
H -2.66556 -1.53314 -2.77229  0.00
H -3.32201 -0.04101 -3.75346  0.00
Tl -0.95968 0.38385 -0.66286  0.00
O -0.28797 0.65015 1.97499  0.21
O -0.84405 -0.24323 1.13089  0.02
C 0.39733 1.08170 4.11093  0.45
H -0.29308 -0.86303 3.35310  0.01

Results
net charge	+3
frontier orbital gap (spin up / spin down)	6.133 / 8.477	eV
2S+1	2
⟨S²⟩	0.754

***

Energy relative to the best compared isomer or geometry (same formula, charge and spin) across the listed records, respectively: 70.5 104.0 173.7 188.1 19.0 0.0 kJ/mol.